ORCA calculation (the ωB97M-V functional and the def2-TZVPD basis) on a cluster of 10 separate species, C33H60O16 in total.

The geometry in XYZ format:
```
109
Properties=species:S:1:pos:R:3:forces:R:3:lowdin_charge:R:1
C -25.924695 16.654268 14.836924 0.33 -0.40 0.51 -0.016
C -25.536605 18.098145 15.055508 -0.97 0.15 -1.10 -0.309
C -26.541981 19.047327 15.743297 -0.86 -0.77 -0.78 -0.063
O -25.792764 19.658813 16.777673 -0.09 0.34 0.79 0.099
C -24.571366 19.138460 16.863507 -0.01 0.25 -1.74 -0.549
O -23.677963 19.519640 17.551169 0.10 -0.19 0.64 0.150
O -24.402688 18.199838 15.895236 0.72 -0.16 0.40 0.049
H -26.813510 16.549531 14.217694 -0.26 0.16 0.35 0.083
H -25.981288 16.153631 15.807705 -0.50 -0.05 -0.09 0.094
H -25.174421 16.099508 14.269780 0.26 0.34 0.03 0.073
H -25.339812 18.502302 14.054862 0.53 0.26 0.27 0.138
H -27.431427 18.535262 16.123606 0.35 -0.17 0.48 0.139
H -26.953994 19.779140 15.050027 0.47 0.31 0.08 0.104
C -21.215107 15.540316 17.583250 0.13 -0.04 -0.06 -0.015
C -21.688907 16.634817 16.640979 0.29 0.36 1.48 -0.300
C -20.765213 17.867957 16.624030 -0.66 0.01 -0.37 -0.049
O -20.637881 18.124491 15.215680 0.60 0.43 0.02 0.035
C -21.087939 17.092227 14.502256 0.01 -0.77 0.22 -0.586
O -20.971537 16.960107 13.326703 -0.02 0.31 -0.56 0.150
O -21.663157 16.171381 15.291488 -0.23 0.02 0.15 0.103
H -20.985714 15.872128 18.598088 -0.16 0.50 -0.13 0.091
H -20.277927 15.139149 17.192668 -0.16 -0.32 -0.04 0.093
H -21.982199 14.777643 17.708749 0.18 -0.22 -0.29 0.085
H -22.689517 16.964748 16.918171 -0.08 -0.17 -0.34 0.130
H -19.789058 17.693506 17.074575 0.07 -0.07 -0.16 0.120
H -21.230998 18.757024 17.046225 0.01 -0.16 0.23 0.118
C -22.009068 19.893166 12.601513 -0.10 0.67 -0.37 0.000
C -22.502128 20.281724 13.982404 0.04 -1.27 0.79 -0.270
C -21.768401 21.413800 14.745732 -0.69 0.25 -0.75 -0.023
O -22.789288 22.440936 14.788552 0.52 0.87 -0.06 0.050
C -23.911451 22.070483 14.184238 0.03 -0.46 0.28 -0.595
O -24.860263 22.758463 13.963574 0.03 0.21 0.00 0.142
O -23.845937 20.760744 13.905563 -0.67 0.11 -0.86 0.061
H -20.970454 19.578213 12.526633 0.02 -0.09 0.53 0.068
H -22.090243 20.743815 11.919654 -0.16 -0.05 -0.01 0.071
H -22.629509 19.071971 12.247468 0.00 0.02 -0.16 0.071
H -22.674267 19.351298 14.530106 0.75 0.26 0.39 0.126
H -20.948241 21.805147 14.146114 0.11 -0.04 0.14 0.121
H -21.445932 21.266982 15.770642 -0.01 -0.48 -0.08 0.103
C -18.267304 19.905469 13.984738 0.78 0.89 0.30 -0.009
C -18.300816 20.153636 15.473648 -0.95 -0.98 -0.05 -0.481
C -17.501708 19.227046 16.349334 0.27 -0.92 0.36 -0.024
O -19.047215 20.963060 15.971475 0.14 0.44 0.07 0.059
H -18.756204 18.974554 13.708415 0.08 -0.10 0.10 0.081
H -17.207073 19.873291 13.717471 -0.09 -0.28 -0.37 0.093
H -18.727564 20.756103 13.481445 -0.11 -0.11 -0.08 0.076
H -17.956663 19.097131 17.331691 0.05 0.63 0.08 0.076
H -16.463818 19.543253 16.463796 -0.04 0.18 0.00 0.090
H -17.458425 18.199035 15.973260 0.04 0.22 -0.52 0.087
C -23.939568 16.165161 11.321699 0.49 0.45 -0.10 -0.011
C -25.357847 16.363699 10.889730 -0.49 0.47 0.33 -0.506
C -25.625597 16.612502 9.430782 -0.37 -0.85 0.20 -0.023
O -26.288795 16.286481 11.668044 0.31 0.02 -0.05 0.051
H -23.856503 15.222728 11.860183 0.21 -0.05 -0.14 0.099
H -23.584310 16.952513 11.992078 -0.38 -0.02 0.23 0.064
H -23.266248 16.255023 10.468988 0.06 -0.53 0.01 0.085
H -25.137117 17.488217 9.011259 0.07 0.02 0.05 0.087
H -26.709174 16.622965 9.328455 0.05 0.32 -0.28 0.077
H -25.264094 15.706555 8.930748 0.11 0.24 -0.28 0.094
C -20.375329 23.598427 9.287674 -0.68 0.28 -0.38 -0.012
C -20.861411 23.133686 10.641265 0.01 0.05 -0.56 -0.489
C -22.192277 23.647183 11.127748 0.73 0.30 -0.15 0.008
O -20.176945 22.386662 11.300674 -0.03 -0.15 0.33 0.046
H -21.213754 23.818406 8.621128 -0.06 -0.21 0.05 0.079
H -19.759619 22.829944 8.829177 0.26 0.16 0.07 0.072
H -19.863338 24.560576 9.353793 0.34 -0.19 0.22 0.094
H -21.963967 24.659753 11.480410 -0.22 -0.10 0.39 0.107
H -22.531185 22.995309 11.926039 -0.29 0.29 0.09 0.063
H -22.909569 23.799655 10.325188 -0.12 -0.34 0.00 0.086
C -27.755287 23.237455 15.347431 -0.04 -0.85 -0.02 -0.018
C -27.611332 24.319742 16.348245 -0.39 1.52 0.87 -0.493
C -26.265021 24.804728 16.803801 1.55 -0.25 -0.70 -0.022
O -28.578268 24.870386 16.844036 -0.07 -0.44 -0.31 0.049
H -28.580640 22.608850 15.687258 -0.06 0.02 -0.21 0.092
H -26.857413 22.632731 15.253823 0.02 0.05 -0.08 0.049
H -28.001677 23.629998 14.361320 0.00 0.11 0.02 0.099
H -25.975333 25.771593 16.379541 -0.71 0.22 0.09 0.091
H -25.430877 24.203735 16.422989 -0.25 -0.41 0.31 0.054
H -26.215152 24.885009 17.886318 -0.13 -0.01 0.03 0.085
C -26.088393 20.305727 11.238921 -0.52 -0.47 -0.42 -0.001
C -27.440606 19.991418 11.851739 -0.07 0.00 -0.13 -0.470
C -28.431051 19.212581 11.002686 -0.23 0.07 0.43 -0.012
O -27.727070 20.338830 12.974119 0.09 -0.03 0.03 0.060
H -25.451971 19.424797 11.369995 0.11 0.10 0.24 0.073
H -25.645870 21.190594 11.683082 0.08 -0.03 0.09 0.074
H -26.212904 20.390744 10.155913 0.10 0.27 0.04 0.081
H -28.791901 19.810031 10.163451 0.31 -0.01 -0.15 0.087
H -29.306072 18.987239 11.610781 0.09 -0.07 0.08 0.084
H -27.996299 18.275301 10.653022 0.07 0.09 -0.13 0.061
C -23.110817 22.779702 17.941317 0.89 0.28 -0.12 -0.012
C -22.094404 22.625022 19.036167 -0.32 -1.38 1.03 -0.479
C -20.781406 21.928330 18.702930 0.01 0.46 0.12 -0.021
O -22.336906 22.815220 20.210275 -0.17 0.59 -0.30 0.059
H -24.063150 23.183102 18.263015 0.05 0.10 0.19 0.077
H -23.243865 21.783967 17.517761 -0.10 0.08 -0.15 0.058
H -22.625947 23.419738 17.198652 -0.40 -0.04 -0.28 0.090
H -20.962030 20.939866 18.276997 -0.08 0.10 -0.19 0.062
H -20.272159 21.800278 19.654904 0.15 -0.01 -0.05 0.080
H -20.148473 22.506572 18.027843 -0.07 -0.13 -0.13 0.078
C -19.260968 19.316178 10.038620 -0.31 0.11 -0.16 -0.018
C -17.843566 19.508775 10.494392 0.70 0.45 0.47 -0.500
C -17.281341 20.929307 10.388041 -0.75 -1.10 -0.62 -0.008
O -17.163718 18.622167 10.951354 -0.17 -0.33 -0.02 0.059
H -19.756340 18.504744 10.568551 0.14 -0.14 -0.10 0.081
H -19.240189 19.116764 8.962496 0.00 -0.20 0.03 0.096
H -19.837367 20.234713 10.150934 0.05 0.01 0.17 0.051
H -16.277888 20.888587 9.973611 0.09 0.08 0.16 0.084
H -17.294540 21.336381 11.396233 -0.01 0.35 -0.12 0.077
H -17.970563 21.425655 9.708208 0.30 0.73 0.24 0.051
```
Positions in Å, forces in eV/Å.

## Properties
HOMO-LUMO gap   9.159 eV
LUMO level   0.0073 hartree
Energy relative to the best compared isomer or geometry (same formula, charge and spin)   0.000 eV
SMILES   C[C@H]1COC(=O)O1.C[C@H]1COC(=O)O1.C[C@H]1COC(=O)O1.CC(C)=O.CC(C)=O.CC(C)=O.CC(C)=O.CC(C)=O.CC(C)=O.CC(C)=O
Highest occupied orbital energy   -8.961 eV

ORCA calculation (the ωB97M-V functional and the def2-TZVPD basis) on a cluster of 11 separate species, C33H60O33 in total.

The geometry in XYZ format:
```
126
Properties=species:S:1:pos:R:3:forces:R:3:lowdin_charge:R:1
C -1.114594 6.257345 -1.730181 -0.26 0.17 -1.01 -0.029
O -1.607866 6.990394 -0.600405 1.08 -0.58 1.36 -0.003
C -1.020550 6.749777 0.593459 0.36 -0.45 -0.08 -0.502
O -0.217216 5.831512 0.830297 -2.16 2.56 -0.03 0.078
O -1.498971 7.742510 1.430392 0.67 -1.10 -1.53 -0.026
C -1.182078 7.570976 2.801274 -0.14 -1.04 -0.06 -0.051
H -1.623290 5.308145 -1.898555 -0.29 0.13 0.30 0.093
H -0.050971 6.022888 -1.773097 0.08 0.40 0.62 0.085
H -1.353216 6.957669 -2.530617 0.12 -0.40 -0.27 0.100
H -0.097625 7.529413 2.902931 -0.11 0.13 0.42 0.094
H -1.635126 6.612145 3.053221 0.32 -0.09 0.62 0.095
H -1.676697 8.341648 3.392478 0.30 0.15 -0.34 0.098
C 1.734871 0.820398 2.531214 1.50 0.26 2.14 0.035
O 2.937660 -0.004357 2.846701 1.15 0.10 0.11 -0.079
C 3.994015 0.348309 3.682060 -1.55 1.28 0.41 -0.435
O 4.075384 1.435669 4.280070 0.16 -3.60 -1.84 0.104
O 4.882478 -0.719617 3.834030 -1.37 3.11 0.96 -0.019
C 4.764761 -1.893760 3.085538 -0.05 -0.31 -1.15 -0.075
H 1.198696 0.337747 1.714110 0.27 0.10 0.29 0.083
H 1.984411 1.872585 2.394318 0.44 -0.20 -0.78 0.081
H 1.213480 0.879503 3.486596 -0.64 -0.52 -0.35 0.080
H 5.484277 -1.789823 2.273386 -0.02 -0.37 -0.19 0.096
H 3.767805 -1.999648 2.657800 0.12 -0.19 0.18 0.078
H 5.035557 -2.746904 3.707571 -0.09 0.17 0.10 0.095
C -1.009829 -3.447212 1.561451 -2.15 -2.49 1.33 -0.080
O -0.910651 -2.093796 1.720011 0.83 3.04 0.33 -0.019
C -1.762740 -1.441777 2.542182 -2.24 -0.03 1.74 -0.513
O -2.736283 -1.887027 3.176324 3.14 0.67 -1.94 0.102
O -1.396159 -0.128841 2.564708 0.13 -1.50 0.31 -0.038
C -2.131285 0.760535 3.418607 -0.29 1.43 -1.29 -0.031
H -0.192600 -3.985680 1.081554 0.04 1.01 -0.52 0.091
H -2.001897 -3.631919 1.149410 0.20 -0.55 -0.73 0.095
H -1.111639 -3.914964 2.540708 0.18 -0.09 0.33 0.099
H -1.803593 1.725028 3.030696 0.15 0.14 0.13 0.086
H -1.930059 0.806282 4.488887 0.18 -0.99 -0.10 0.100
H -3.193360 0.759986 3.173436 -0.04 -0.59 0.36 0.094
C 2.689965 6.631617 0.179375 0.48 -0.09 -0.56 -0.015
O 2.721282 5.281493 -0.365390 0.14 -0.26 0.08 -0.020
C 2.967188 5.014651 -1.650172 0.34 -0.96 -1.68 -0.527
O 3.094857 5.805818 -2.566757 -0.15 -1.00 1.37 0.114
O 3.038647 3.602142 -1.788460 -0.26 1.49 0.55 -0.051
C 3.327745 2.985219 -3.071394 0.21 1.84 -0.53 -0.035
H 3.586920 7.208658 -0.045518 0.16 -0.32 -0.43 0.095
H 2.694564 6.515968 1.263217 -0.45 -0.21 -0.22 0.092
H 1.837875 7.200419 -0.192782 -0.08 -0.29 0.13 0.085
H 2.982244 1.953361 -3.134580 0.00 0.19 0.69 0.084
H 4.386759 3.074100 -3.313639 0.17 -0.41 0.51 0.094
H 2.877433 3.562284 -3.879065 -0.52 0.02 0.10 0.081
C -1.137830 -1.434823 -1.895713 1.26 0.52 -0.16 -0.011
O -0.214764 -0.348462 -1.543918 -0.78 1.53 0.61 -0.059
C -0.688922 0.827802 -0.965213 -1.48 0.25 1.62 -0.435
O -1.873501 1.112736 -0.669870 3.89 -1.26 -1.55 0.078
O 0.420818 1.594439 -0.598103 -1.79 -2.48 -1.47 -0.023
C 0.153958 2.911433 -0.198753 0.09 1.69 0.96 -0.068
H -1.778839 -1.129006 -2.722569 -0.61 0.24 0.65 0.091
H -1.546224 -1.900573 -0.998832 -0.56 0.43 -0.18 0.091
H -0.491901 -2.192186 -2.339857 0.26 0.07 0.19 0.070
H 0.625338 3.142029 0.756618 0.06 -0.61 0.29 0.078
H -0.905533 3.125331 -0.057899 0.09 -0.13 -0.44 0.095
H 0.673542 3.628040 -0.834829 -0.47 -0.29 -0.54 0.073
C 1.617311 0.954013 7.622025 0.51 -0.49 -0.62 -0.032
O 1.014300 1.472074 6.410889 0.76 1.67 -0.49 -0.033
C 1.594929 2.604886 5.854912 2.29 1.45 1.73 -0.481
O 2.566405 3.264859 6.312031 -3.78 -2.50 -1.66 0.080
O 0.884062 2.904617 4.742017 -0.03 -2.40 1.73 -0.030
C 1.150555 4.010066 3.998433 0.08 3.35 -1.30 -0.107
H 2.562906 1.462600 7.809876 -0.24 0.07 0.17 0.091
H 1.816594 -0.099839 7.427636 0.15 0.03 -0.18 0.087
H 0.941250 0.941625 8.476948 -0.18 0.70 -0.23 0.089
H 0.403040 4.156477 3.218757 -0.17 -0.87 -0.16 0.084
H 2.115546 4.132698 3.506666 0.33 -0.79 0.32 0.107
H 0.997185 4.946004 4.535639 0.27 -0.03 0.72 0.096
C -1.784229 -7.340397 -0.276358 1.30 -1.50 1.03 -0.089
O -2.478807 -6.144691 -0.439085 -1.65 0.69 -2.65 -0.014
C -3.053128 -5.893798 -1.696431 0.67 -0.86 -0.19 -0.511
O -3.177957 -6.652883 -2.652352 0.58 0.96 2.23 0.111
O -3.394258 -4.601393 -1.719686 0.49 -1.16 1.08 0.000
C -3.539348 -4.051741 -2.992319 -0.41 1.32 -1.27 -0.056
H -1.315989 -7.825342 -1.132902 -0.27 0.69 -0.55 0.083
H -2.306694 -8.160711 0.215785 -0.85 0.31 -0.05 0.094
H -0.983793 -7.114706 0.428254 0.15 0.18 -0.09 0.096
H -3.402141 -2.980348 -2.846071 0.01 -0.02 -0.04 0.085
H -4.525757 -4.174897 -3.439451 -0.14 -0.33 0.31 0.105
H -2.814181 -4.406502 -3.724696 0.17 -0.22 0.29 0.095
C -4.612660 -0.494540 -0.011857 0.96 1.46 0.66 -0.062
O -5.240919 -1.643701 -0.435709 -0.25 -0.94 -0.80 0.006
C -5.436657 -2.590137 0.474118 -0.23 0.65 1.55 -0.603
O -5.151028 -2.596224 1.658821 -0.04 0.20 -1.67 0.131
O -6.142214 -3.497633 -0.153772 0.24 -0.14 -1.44 0.012
C -6.584793 -4.559527 0.582959 -1.53 -1.61 1.60 -0.082
H -5.140420 -0.118835 0.864737 0.34 0.22 0.13 0.108
H -4.628438 0.249940 -0.807855 -0.23 -0.21 -0.04 0.100
H -3.559167 -0.689219 0.189049 -0.01 0.12 0.34 0.078
H -5.875225 -4.960420 1.306749 0.41 -0.08 -0.45 0.102
H -7.001019 -5.310331 -0.088728 0.50 -0.04 -0.11 0.099
H -7.429555 -4.272389 1.209096 -0.18 0.31 0.09 0.099
O 0.935628 -4.089176 -1.370904 -0.31 -0.43 -0.53 0.149
C 0.905623 -4.983416 -2.169347 -0.51 -0.18 0.47 -0.561
O 1.954646 -5.512593 -2.758130 1.35 -0.63 -1.10 0.097
C 1.535412 -6.650286 -3.529980 1.04 -0.67 -1.56 -0.096
C 0.031539 -6.529556 -3.652672 0.76 -1.64 1.20 -0.119
O -0.182061 -5.677529 -2.566799 -2.14 1.95 1.12 0.037
H 2.016543 -6.732538 -4.504584 0.28 0.85 0.01 0.132
H 1.857875 -7.585347 -3.071962 -0.22 0.24 0.71 0.133
H -0.334584 -7.504680 -3.331423 -0.61 0.07 -0.43 0.126
H -0.454765 -6.246437 -4.586193 0.33 0.48 0.13 0.142
O 5.422641 0.588186 -1.397445 -0.82 -0.61 0.19 0.136
C 4.564630 -0.252975 -1.254749 2.89 3.81 2.89 -0.626
O 3.927210 -0.450227 -0.063634 0.38 -0.33 -0.30 0.075
C 2.906821 -1.380740 -0.311516 -2.04 -0.73 -0.67 -0.125
C 3.199960 -1.936606 -1.708194 0.98 -1.27 0.35 -0.096
O 4.219592 -1.073543 -2.139573 -0.99 -1.00 -3.85 0.103
H 2.802806 -2.224464 0.370699 0.45 0.41 0.48 0.130
H 1.957111 -0.847238 -0.350505 -0.09 0.00 0.22 0.110
H 2.389000 -2.034019 -2.429962 -0.04 0.44 0.25 0.121
H 3.775828 -2.862063 -1.712267 -0.81 -0.67 0.43 0.133
O -0.316393 3.582630 -4.037053 0.06 -2.26 -2.44 0.130
C -0.239577 2.573708 -4.737877 0.73 2.04 1.39 -0.566
O -0.633852 1.385773 -4.384312 -0.67 -3.00 1.19 0.077
C 0.088224 0.391216 -5.181728 -1.76 -1.53 1.05 -0.089
C 0.404721 1.119132 -6.434232 0.72 -0.16 0.14 -0.137
O 0.340010 2.405094 -5.931724 1.29 4.36 -1.11 0.059
H 0.927892 0.000645 -4.606827 0.32 0.61 -0.02 0.131
H -0.532407 -0.490997 -5.338669 -0.44 0.23 0.12 0.129
H -0.244415 1.074448 -7.308724 -0.22 -0.53 0.24 0.141
H 1.431910 0.876315 -6.706298 -0.02 0.27 -0.39 0.139
```
Positions in Å, forces in eV/Å.

## Properties
HOMO-LUMO gap   9.888 eV
LUMO level   -0.0114 hartree
Energy relative to the best compared isomer or geometry (same formula, charge and spin)   5.448 eV
SMILES   COC(=O)OC.COC(=O)OC.COC(=O)OC.COC(=O)OC.COC(=O)OC.COC(=O)OC.COC(=O)OC.COC(=O)OC.O=C1OCCO1.O=C1OCCO1.O=C1OCCO1
Highest occupied orbital energy   -10.199 eV